1.
Entry from the Open Molecules 2025 dataset: a structure of composition C49H45BrN3P2SV (the ωB97M-V functional and the def2-TZVPD basis).

The lowest unoccupied orbital energy (alpha / beta) is -5.829 / -5.854 eV. For the orbital gap (alpha / beta), the calculation gives 6.204 / 6.179 eV. For the total energy, the calculation gives -181145.8928 eV. Its relative energy (zero: lowest compared OMol25 entry of this formula, charge and spin) is 0.482 eV.

ORCA input file:
```
! RIJCOSX wB97M-V def2-TZVPD def2/J DEFGRID3
* xyz 2 3
V 1.027 -1.097 0.481
C 5.576 -2.226 3.920
C 4.840 -2.467 2.636
C 5.366 -3.262 1.621
C 4.665 -3.419 0.435
C 3.466 -2.754 0.323
Br 2.428 -2.833 -1.258
N 2.922 -1.993 1.264
C 3.605 -1.873 2.408
H 6.489 -2.814 3.962
H 4.957 -2.480 4.781
H 5.845 -1.172 4.003
H 6.317 -3.760 1.759
H 5.038 -4.028 -0.376
H 3.147 -1.284 3.191
C -3.485 3.299 -5.441
S -4.236 3.799 -3.873
C -4.116 2.245 -2.946
C -2.684 1.874 -2.580
C -2.661 0.683 -1.625
N -1.314 0.361 -1.125
P -0.696 0.640 0.454
C -2.161 1.085 1.426
C -2.738 0.201 2.333
C -3.912 0.548 2.988
C -4.521 1.765 2.728
C -3.963 2.641 1.803
C -2.789 2.306 1.153
C 0.237 2.217 0.365
C 1.198 2.328 -0.641
C 1.927 3.492 -0.807
C 1.744 4.548 0.076
C 0.854 4.418 1.132
C 0.102 3.261 1.280
P -0.346 -0.913 -1.739
C 0.580 -0.240 -3.171
C 1.352 -1.136 -3.916
C 2.129 -0.691 -4.972
C 2.133 0.657 -5.306
C 1.338 1.546 -4.600
C 0.565 1.103 -3.535
C -1.509 -2.018 -2.608
C -1.814 -1.839 -3.959
C -2.723 -2.681 -4.579
C -3.327 -3.708 -3.865
C -3.046 -3.875 -2.518
C -2.142 -3.033 -1.889
H -3.680 4.102 -6.147
H -3.950 2.382 -5.800
H -2.410 3.169 -5.330
H -4.595 1.455 -3.529
H -4.709 2.417 -2.046
H -2.201 2.735 -2.108
H -2.123 1.624 -3.483
H -3.063 -0.196 -2.129
H -3.316 0.886 -0.781
H -2.281 -0.764 2.512
H -4.353 -0.139 3.698
H -5.438 2.029 3.238
H -4.445 3.586 1.590
H -2.369 2.987 0.425
H 1.383 1.493 -1.304
H 2.635 3.581 -1.621
H 2.312 5.461 -0.047
H 0.732 5.230 1.836
H -0.585 3.173 2.110
H 1.304 -2.198 -3.699
H 2.725 -1.395 -5.537
H 2.737 1.007 -6.133
H 1.315 2.593 -4.875
H -0.065 1.801 -3.003
H -1.353 -1.044 -4.528
H -2.956 -2.533 -5.625
H -4.018 -4.375 -4.363
H -3.533 -4.663 -1.958
H -1.935 -3.152 -0.833
C -1.191 -4.614 1.706
C -1.517 -4.266 3.013
C -1.095 -3.057 3.532
C -0.369 -2.174 2.728
C -0.062 -2.497 1.390
C -0.462 -3.740 0.908
C 0.232 -0.943 3.223
C 0.032 -0.421 4.518
C 0.720 0.686 4.914
C 1.701 1.249 4.067
C 2.548 2.298 4.481
C 3.524 2.769 3.648
C 3.708 2.186 2.382
C 2.904 1.162 1.959
C 1.853 0.694 2.773
N 1.049 -0.339 2.351
H -1.505 -5.573 1.314
H -2.081 -4.950 3.633
H -1.303 -2.820 4.568
H -0.201 -4.049 -0.099
H -0.673 -0.898 5.182
H 0.560 1.117 5.895
H 2.431 2.700 5.479
H 4.173 3.572 3.969
H 4.502 2.544 1.741
H 3.091 0.687 1.003
*
```


2.
Entry from the Open Molecules 2025 dataset: a structure of composition C49H46As2IrN2O4S (the ωB97M-V functional and the def2-TZVPD basis).

The lowest unoccupied orbital energy (alpha / beta) is -4.151 / -4.150 eV. For the orbital gap (alpha / beta), the calculation gives 4.921 / 4.921 eV. For the total energy, the calculation gives -198075.7234 eV.

ORCA input file:
```
! RIJCOSX wB97M-V def2-TZVPD def2/J DEFGRID3
* xyz 1 1
Ir 1.499 -0.417 0.014
O 1.274 -4.879 1.234
C 0.780 -3.819 0.589
O -0.157 -3.172 0.948
C 1.491 -3.567 -0.709
C 1.903 -4.662 -1.457
C 2.362 -4.474 -2.745
C 2.395 -3.179 -3.233
C 2.020 -2.134 -2.405
N 1.590 -2.302 -1.138
C 2.202 -0.713 -2.822
O 2.357 -0.394 -4.087
O 2.234 0.162 -1.988
H 0.774 -4.977 2.064
H 1.828 -5.648 -1.021
H 2.679 -5.308 -3.355
H 2.762 -2.995 -4.234
H 2.219 -1.141 -4.684
S 1.672 1.705 0.777
C 1.091 1.730 2.449
C 0.575 2.907 2.983
C 0.111 2.921 4.291
C 0.161 1.780 5.081
C 0.691 0.607 4.564
C 1.150 0.592 3.256
As 1.949 -0.878 2.327
C 3.843 -0.505 2.470
C 4.326 0.323 3.474
C 5.679 0.626 3.524
C 6.548 0.104 2.576
C 6.067 -0.730 1.576
C 4.714 -1.031 1.520
C 1.739 -2.458 3.422
C 0.470 -2.864 3.834
C 0.327 -3.994 4.625
C 1.448 -4.726 5.003
C 2.711 -4.319 4.599
C 2.859 -3.182 3.814
H 0.514 3.794 2.364
H -0.308 3.834 4.697
H -0.213 1.804 6.096
H 0.743 -0.287 5.175
H 3.653 0.740 4.214
H 6.056 1.275 4.304
H 7.602 0.349 2.615
H 6.744 -1.139 0.837
H 4.338 -1.676 0.732
H -0.408 -2.307 3.537
H -0.658 -4.299 4.953
H 1.335 -5.606 5.623
H 3.586 -4.880 4.900
H 3.849 -2.867 3.512
C -5.293 -1.320 -5.700
C -4.185 -0.774 -4.842
C -3.753 0.538 -4.963
C -2.744 1.063 -4.161
C -2.278 2.470 -4.446
C -2.169 0.254 -3.166
As -0.620 0.977 -2.182
N -0.493 0.076 -0.476
C -1.582 -0.150 0.353
C -1.477 -0.628 1.671
C -2.580 -0.798 2.481
C -3.858 -0.513 2.019
C -3.996 -0.062 0.712
C -2.892 0.117 -0.094
C -0.975 2.824 -1.579
C 0.198 3.604 -1.549
C 1.509 3.251 -2.218
C 0.194 4.828 -0.884
C -0.940 5.332 -0.274
C -0.927 6.651 0.446
C -2.115 4.606 -0.415
C -2.167 3.386 -1.074
C -3.563 2.838 -1.277
C -2.505 -1.110 -3.115
C -1.789 -2.120 -2.252
C -3.522 -1.587 -3.934
H -5.694 -0.554 -6.363
H -6.113 -1.696 -5.086
H -4.941 -2.149 -6.316
H -4.202 1.177 -5.715
H -2.720 2.825 -5.375
H -1.192 2.517 -4.559
H -2.543 3.173 -3.659
H -0.511 -0.874 2.050
H -2.439 -1.156 3.494
H -4.722 -0.643 2.657
H -4.978 0.156 0.310
H -3.046 0.433 -1.108
H 1.455 2.393 -2.879
H 2.282 3.049 -1.476
H 1.841 4.107 -2.808
H 1.116 5.400 -0.853
H 0.088 6.955 0.699
H -1.513 6.604 1.365
H -1.364 7.435 -0.176
H -3.041 5.018 -0.024
H -4.198 3.643 -1.652
H -3.995 2.493 -0.338
H -3.612 2.030 -2.001
H -0.766 -1.827 -2.039
H -1.774 -3.085 -2.764
H -2.280 -2.261 -1.287
H -3.789 -2.638 -3.870
*
```